Density functional theory data (wB97M-V/def2-TZVPD) for a 2-piece molecular cluster, H8N2Si2 overall.

XYZ file:
```
12
Properties=species:S:1:pos:R:3:forces:R:3
N -2.53756 0.98834 -0.38016 -1.62 -0.51 1.29
H -1.10454 -1.19526 -1.73382 -0.46 0.24 -0.44
H -2.48528 -1.62641 0.15896 -0.03 0.29 0.06
H 1.70604 -1.28396 -0.19504 0.54 0.18 -0.17
N -1.11479 0.89526 -0.15652 2.81 -0.42 1.96
Si 2.55311 -0.28613 0.52602 -0.61 1.21 0.90
H -2.59457 1.72822 -0.98647 -1.02 1.74 -2.10
Si -1.90157 -0.55275 -0.67276 1.07 -0.93 0.31
H 4.01136 -0.04684 0.09931 -1.12 -0.25 -0.03
H 1.69329 1.05903 0.55380 1.13 -1.35 -0.14
H 2.59887 -0.78038 1.95652 0.06 0.21 -0.55
H -0.82436 1.10089 0.83014 -0.75 -0.40 -1.09
```
Forces are in eV/Å.

The maximum force is 0.0671 Eh/bohr. Its energy above the lowest of the compared OMol25 structures with the same formula, charge and spin is 109.8 kcal per mole. For the HOMO-LUMO gap, the calculation gives 9.4 eV. Its structure (SMILES) is N1N[SiH2]1.[SiH4].

Here are the Mulliken charges for atoms 1 to 8, given in e:
1 N -0.481
2 H -0.076
3 H -0.075
4 H -0.100
5 N -0.286
6 Si 0.321
7 H 0.260
8 Si 0.411